No. 1
This record from the Open Molecules 2025 dataset describes C40H63N10O5SSbY as an isolated structure at a distorted geometry. The level of theory is the ωB97M-V functional and the def2-TZVPD basis.

```
121
Properties=species:S:1:pos:R:3:mulliken_charge:R:1
Y -0.564 -1.090 -0.154 -0.5119
N 0.988 1.155 1.393 0.4832
C -0.093 2.103 1.628 1.3466
C 0.154 3.017 2.842 -0.9771
C -0.893 4.103 3.129 -1.4871
C -1.210 5.030 1.949 -0.6858
N -2.152 4.354 1.072 -0.0148
C -2.615 4.767 -0.078 0.7402
N -2.298 5.972 -0.583 -0.3615
N -3.407 3.943 -0.779 -0.2972
C -1.390 1.261 1.673 0.4519
O -2.495 1.833 1.582 -1.0382
O -1.229 0.014 1.728 -0.4469
H 1.067 0.522 2.182 0.1162
H 1.875 1.636 1.315 -0.3680
H -0.175 2.738 0.737 -0.4989
H 1.123 3.498 2.672 0.3247
H 0.252 2.391 3.734 0.3668
H -0.528 4.721 3.951 0.5114
H -1.823 3.638 3.461 0.3628
H -0.291 5.286 1.405 0.3506
H -1.651 5.959 2.322 0.6425
H -2.384 3.342 1.330 0.2063
H -1.793 6.630 -0.016 0.1931
H -2.770 6.328 -1.395 0.2099
H -3.594 3.015 -0.424 0.0983
H -3.773 4.199 -1.677 0.2187
C -0.155 1.576 -6.769 -0.6380
O -0.826 0.337 -6.911 -0.4777
C -0.954 -0.435 -5.815 0.7388
C -1.392 -1.752 -6.039 -1.1171
C -1.513 -2.603 -4.980 -1.0237
C -1.195 -2.216 -3.662 0.3675
C -1.299 -3.146 -2.560 0.6429
C -2.247 -4.309 -2.647 -1.5763
O -0.641 -3.008 -1.515 -0.3738
C -0.765 -0.881 -3.429 -0.8165
O -0.473 -0.412 -2.240 1.1058
C -0.682 -0.009 -4.532 -0.3776
H 0.035 1.932 -7.777 0.3058
H 0.796 1.450 -6.246 0.2337
H -0.769 2.309 -6.237 0.2657
H -1.598 -2.061 -7.055 0.4635
H -1.804 -3.627 -5.175 0.4916
H -2.930 -4.227 -3.486 0.5654
H -2.818 -4.333 -1.717 0.1733
H -1.693 -5.248 -2.712 0.3365
H -0.371 1.007 -4.333 0.0101
C 2.259 3.725 -1.317 -1.2036
Sb 1.051 1.942 -1.741 0.4744
C -0.371 3.203 -2.809 -1.3451
C 2.338 1.464 -3.415 -1.4110
H 2.412 4.297 -2.233 0.4563
H 3.235 3.433 -0.926 0.2390
H 1.777 4.374 -0.582 0.2765
H 0.090 3.586 -3.720 0.4734
H -0.609 4.047 -2.160 0.3232
H -1.283 2.659 -3.051 0.3306
H 2.355 2.288 -4.128 0.4853
H 2.000 0.553 -3.906 0.3185
H 3.345 1.309 -3.028 0.4549
C -2.573 -4.815 3.539 -0.4883
C -1.710 -5.010 2.471 -0.8928
C -1.660 -4.099 1.427 -0.0058
C -2.493 -2.971 1.415 -0.1055
C -3.352 -2.779 2.507 -0.3726
C -3.383 -3.686 3.552 -0.7904
N -2.409 -2.059 0.360 1.8616
C -3.545 -1.508 -0.184 0.4562
C -3.430 -0.335 -0.961 0.1823
C -4.507 0.187 -1.656 -1.2026
C -5.752 -0.417 -1.583 -0.8654
C -5.895 -1.558 -0.800 -0.7150
C -4.823 -2.099 -0.117 -0.9835
H -2.617 -5.532 4.349 0.4470
H -1.085 -5.896 2.441 0.4467
H -0.993 -4.266 0.589 0.3500
H -3.981 -1.898 2.528 0.5238
H -4.054 -3.519 4.386 0.4096
H -2.462 0.164 -1.023 0.7067
H -4.371 1.071 -2.270 0.5157
H -6.594 -0.009 -2.125 0.4141
H -6.862 -2.040 -0.737 0.4255
H -4.958 -3.003 0.462 0.4601
C 2.373 -3.920 3.874 -0.6064
C 1.003 -3.273 3.815 -0.4925
N 0.858 -2.579 2.545 0.8122
C 1.617 -2.775 1.437 -0.8399
N 1.434 -1.952 0.421 1.2569
C 2.364 -2.013 -0.716 -0.1803
C 3.668 -2.701 -0.354 -0.6878
C 3.323 -4.037 0.278 -0.6970
N 2.520 -3.778 1.461 0.3826
C 2.568 -4.701 2.585 -0.6187
H 2.451 -4.574 4.741 0.4401
H 3.144 -3.150 3.940 0.1083
H 0.883 -2.551 4.622 0.3612
H 0.221 -4.029 3.919 0.1939
H 0.196 -1.820 2.506 -0.2751
H 2.560 -0.985 -1.036 -0.2582
H 1.896 -2.540 -1.555 0.2438
H 4.214 -2.098 0.374 0.1524
H 4.290 -2.837 -1.239 0.4797
H 4.223 -4.571 0.582 0.4623
H 2.777 -4.670 -0.432 0.2182
H 3.536 -5.201 2.574 0.4726
H 1.789 -5.467 2.490 0.1268
C 5.465 2.949 1.357 -1.2900
N 4.476 1.897 1.589 0.0830
C 4.255 1.268 2.770 0.2580
S 3.716 -0.317 2.796 -0.3312
N 4.448 1.941 3.918 -0.1979
C 4.460 3.383 4.112 -1.0066
H 5.984 2.747 0.423 0.3569
H 6.204 2.961 2.156 0.4329
H 5.003 3.934 1.289 0.3708
H 4.286 1.295 0.805 0.1416
H 4.310 1.372 4.735 0.2690
H 5.469 3.767 4.269 0.3471
H 3.857 3.629 4.984 0.3493
H 4.027 3.883 3.248 0.2770
```

Results
- Charge: +1
- Gap between HOMO and LUMO: 6.5290 eV
- E_tot: -3162.584333 Ha
- Molar mass: 1006.7 g/mol
- Maximum force: 1.35 eV/Å
- Energy above the lowest of the compared OMol25 structures with the same formula, charge and spin: 44.4 kcal per mole

=====

No. 2
This record from the Open Molecules 2025 dataset describes C40H63NO35P2S as an isolated structure at a distorted geometry. The level of theory is the ωB97M-V functional and the def2-TZVPD basis.

```
142
Properties=species:S:1:pos:R:3:mulliken_charge:R:1
C 4.086 -4.142 -0.121 -1.1495
C 2.739 -3.887 -0.804 0.0875
N 2.830 -2.805 -1.785 -0.5906
P 2.143 -1.278 -1.270 0.3611
C 0.643 -1.345 -2.323 -0.0134
C -0.155 -2.656 -2.239 -0.0439
C -1.627 -2.357 -2.107 -1.3241
O -1.888 -1.585 -0.929 0.2953
C -1.908 -2.354 0.197 0.5356
C -3.262 -2.590 0.813 -1.1202
O -0.897 -2.813 0.718 -0.4957
P 1.562 0.784 -0.402 0.2489
S 0.036 0.768 0.837 -0.1602
H 4.033 -4.130 0.957 0.2820
H 4.466 -5.118 -0.400 0.3525
H 4.835 -3.440 -0.453 0.1340
H 1.942 -3.721 -0.089 0.2573
H 2.464 -4.785 -1.347 0.1522
H 3.768 -2.699 -2.139 0.3650
H 2.196 -1.655 0.093 0.0484
H 3.269 -0.590 -1.803 -0.0808
H 1.004 -1.251 -3.339 0.5118
H 0.001 -0.490 -2.156 -0.4098
H 0.105 -3.282 -1.402 0.0486
H -0.012 -3.238 -3.136 0.3940
H -2.175 -3.296 -2.098 0.3963
H -1.976 -1.796 -2.962 0.4322
H -3.394 -3.654 0.918 0.3959
H -3.250 -2.120 1.787 0.0820
H -4.070 -2.144 0.248 0.3096
H 1.308 1.639 -1.504 -0.0573
H 2.714 1.337 0.207 -0.0776
C -4.512 0.975 1.356 -0.2616
C -4.334 0.909 -0.145 1.7801
O -5.642 0.518 -0.586 -0.3641
C -6.532 0.881 0.356 0.7101
O -7.716 0.853 0.205 -0.6054
O -5.912 1.289 1.480 -0.3652
H -3.901 1.740 1.825 0.3775
H -4.325 0.017 1.844 0.1814
H -4.094 1.881 -0.572 -0.8587
H -3.587 0.182 -0.459 -0.4710
C 2.059 1.969 3.396 -0.4186
C 2.741 1.747 4.728 -0.1340
O 4.091 1.431 4.333 -0.0139
C 4.305 1.958 3.108 0.0159
O 5.380 1.995 2.585 -0.1821
O 3.170 2.419 2.573 -0.4246
H 1.279 2.712 3.432 0.5231
H 1.660 1.056 2.967 -0.0664
H 2.757 2.644 5.350 0.0413
H 2.311 0.930 5.295 0.3405
C 5.732 0.692 4.141 1.1220
C 4.677 0.021 4.994 -0.6928
O 4.005 -0.821 4.044 -0.2609
C 4.858 -1.072 3.027 0.3787
O 4.670 -1.866 2.160 -0.4561
O 5.958 -0.294 3.120 -0.2489
H 6.652 0.903 4.679 0.4310
H 5.370 1.607 3.672 -0.9208
H 5.106 -0.609 5.777 0.4884
H 3.981 0.725 5.440 0.2444
C -6.696 5.805 -1.372 -0.3851
C -7.177 4.372 -1.272 -0.4139
O -5.961 3.667 -0.982 -0.1907
C -5.098 4.540 -0.409 0.5697
O -4.072 4.227 0.106 -0.4866
O -5.557 5.802 -0.501 -0.3848
H -7.432 6.529 -1.035 0.3101
H -6.368 6.069 -2.378 0.2670
H -7.877 4.215 -0.451 0.3375
H -7.620 4.003 -2.192 0.3168
C -10.591 -0.407 -0.197 -0.0973
C -10.409 -0.467 -1.697 -0.1976
O -11.714 -0.851 -2.147 -0.3548
C -12.615 -0.487 -1.200 0.6145
O -13.793 -0.515 -1.344 -0.5161
O -11.983 -0.085 -0.072 -0.3492
H -9.974 0.349 0.274 0.1970
H -10.409 -1.370 0.284 0.2240
H -10.159 0.505 -2.125 0.2188
H -9.666 -1.194 -2.011 0.2903
C -0.316 -1.861 5.469 -0.3281
C -1.760 -1.450 5.669 -0.2984
O -1.676 -0.018 5.645 -0.3933
C -0.563 0.324 4.961 0.5402
O -0.288 1.427 4.608 -0.4729
O 0.207 -0.759 4.719 -0.1655
H -0.204 -2.788 4.914 0.3129
H 0.231 -1.937 6.410 0.2765
H -2.404 -1.776 4.851 0.1451
H -2.179 -1.792 6.611 0.3336
C 7.559 -0.391 0.106 0.2013
C 7.242 1.060 -0.185 0.1305
O 8.526 1.680 -0.057 -0.3695
C 9.479 0.737 -0.271 0.6267
O 10.636 0.965 -0.399 -0.5262
O 8.924 -0.499 -0.316 -0.3718
H 6.931 -1.085 -0.447 0.1625
H 7.497 -0.625 1.168 0.0679
H 6.878 1.214 -1.203 0.2363
H 6.532 1.492 0.516 -0.1223
C -1.499 2.840 -3.284 0.1007
C -2.585 3.804 -2.861 0.0130
O -2.908 4.462 -4.093 -0.3909
C -2.556 3.647 -5.113 0.6004
O -2.841 3.825 -6.251 -0.5264
O -1.832 2.592 -4.656 -0.2494
H -1.503 1.915 -2.712 -0.0376
H -0.503 3.283 -3.236 0.1363
H -3.474 3.292 -2.490 -0.1228
H -2.251 4.519 -2.115 0.4090
C 0.770 -8.913 -0.781 -0.3442
C 1.828 -8.634 -1.829 -0.2804
O 1.260 -7.535 -2.548 -0.3205
C 0.382 -6.903 -1.734 0.6624
O -0.127 -5.858 -1.973 -0.5002
O 0.169 -7.625 -0.608 -0.3130
H 1.180 -9.273 0.158 0.2902
H 0.009 -9.612 -1.131 0.2738
H 2.776 -8.316 -1.392 0.2344
H 2.007 -9.474 -2.494 0.2957
C 6.746 5.727 3.943 -0.3040
C 7.262 4.307 3.845 0.2567
O 8.521 4.394 4.522 -0.3571
C 8.476 5.450 5.371 0.6023
O 9.294 5.692 6.195 -0.5191
O 7.361 6.192 5.148 -0.3568
H 5.664 5.786 4.017 0.2873
H 7.081 6.352 3.113 0.2619
H 6.627 3.593 4.371 -0.0903
H 7.397 3.968 2.822 0.2708
C -1.742 0.747 -7.706 0.0516
C -0.268 0.714 -8.043 -0.3175
O -0.007 -0.691 -8.129 -0.3429
C -1.175 -1.323 -8.412 0.6182
O -1.266 -2.468 -8.708 -0.5234
O -2.219 -0.466 -8.303 -0.3436
H -2.256 1.609 -8.121 0.2874
H -1.927 0.709 -6.632 0.0434
H -0.049 1.174 -9.008 0.2594
H 0.354 1.176 -7.281 0.2739
```

Results
- Gap between HOMO and LUMO: 8.0899 eV
- E_tot: -5330.620642 Ha
- Molar mass: 1211.9 g/mol
- Maximum force: 18.11 eV/Å
- Energy above the lowest of the compared OMol25 structures with the same formula, charge and spin: 311.5 kcal per mole

=====

No. 3
This record from the Open Molecules 2025 dataset describes a 5-piece molecular cluster, C40H66BrN4O14S6 overall. The level of theory is the ωB97M-V functional and the def2-TZVPD basis.

```
131
Properties=species:S:1:pos:R:3:mulliken_charge:R:1
N 6.545 -5.195 -1.406 -0.6864
C 5.930 -3.940 -1.876 -0.3403
C 5.322 -3.148 -0.709 -0.6005
C 5.592 -1.637 -0.765 -0.2563
C 4.554 -0.873 -1.604 -0.1799
C 3.149 -0.988 -1.067 0.6015
C 2.948 -0.757 0.286 -1.0803
N 1.722 -0.881 0.819 -0.1257
Br 1.503 -0.581 2.636 0.1041
C 0.640 -1.216 0.097 -0.6541
C 0.747 -1.441 -1.263 0.6782
C -0.501 -1.777 -2.030 -0.9940
C -1.656 -0.776 -1.806 -0.6363
C -2.963 -1.379 -2.281 -0.9126
S -4.302 -0.179 -2.028 -0.1148
C -5.618 -1.182 -2.745 0.0206
S -5.588 -1.575 -4.307 -0.1678
N -6.602 -1.543 -1.794 0.5629
C -7.723 -0.646 -1.685 0.2737
C -8.555 -0.818 -0.579 -0.2948
C -9.671 -0.017 -0.413 -0.5361
C -9.964 0.979 -1.343 -0.6048
C -9.117 1.171 -2.421 -0.7593
C -7.996 0.363 -2.600 -0.1476
C -6.974 -2.941 -1.862 -0.4793
C -6.346 -3.812 -0.987 -0.1378
C -6.676 -5.161 -0.998 -0.6836
C -7.628 -5.639 -1.887 -0.4017
C -8.258 -4.759 -2.760 -0.6903
C -7.938 -3.412 -2.744 -0.0424
C 2.025 -1.330 -1.836 0.5501
C 2.187 -1.647 -3.303 -0.1097
O 1.809 -2.694 -3.767 -0.5631
O 2.781 -0.662 -3.959 -0.3511
C 3.061 -0.882 -5.363 -0.5479
C 4.199 -1.858 -5.581 -0.4304
N 5.489 -1.229 -5.245 -0.5172
H 7.396 -5.392 -1.913 0.2364
H 5.926 -5.980 -1.552 0.2499
H 5.157 -4.171 -2.615 0.1744
H 6.708 -3.350 -2.360 0.3252
H 5.766 -3.545 0.203 0.4286
H 4.247 -3.341 -0.651 0.2369
H 6.563 -1.474 -1.231 0.7603
H 5.649 -1.235 0.244 -0.2982
H 4.822 0.185 -1.625 0.3890
H 4.606 -1.242 -2.624 -0.2800
H 3.755 -0.467 0.944 0.8195
H -0.294 -1.297 0.630 0.6583
H -0.296 -1.823 -3.095 0.5141
H -0.845 -2.778 -1.754 0.4510
H -1.719 -0.485 -0.757 0.4484
H -1.423 0.125 -2.377 0.3515
H -2.921 -1.609 -3.344 0.4554
H -3.186 -2.284 -1.715 0.3206
H -8.320 -1.591 0.141 0.4236
H -10.301 -0.175 0.451 0.3956
H -10.843 1.596 -1.221 0.4348
H -9.310 1.934 -3.164 0.5246
H -7.352 0.539 -3.450 0.3316
H -5.614 -3.439 -0.282 0.4370
H -6.196 -5.838 -0.305 0.3862
H -7.883 -6.689 -1.904 0.3997
H -9.002 -5.112 -3.460 0.3968
H -8.425 -2.713 -3.412 0.4669
H 2.152 -1.183 -5.881 0.3610
H 3.352 0.099 -5.732 0.3766
H 4.152 -2.177 -6.624 0.4577
H 4.062 -2.743 -4.962 0.2549
H 6.013 -1.030 -6.088 0.2711
H 6.064 -1.895 -4.743 0.1244
O 6.635 -0.421 2.184 -0.7064
S 6.237 -0.082 3.522 1.2612
O 5.203 0.896 3.700 -0.6566
O 7.503 0.275 4.379 -0.1706
C 8.436 1.261 3.847 -0.3488
C 7.937 2.679 4.006 -1.0079
C 5.791 -1.548 4.390 -0.9594
H 8.649 1.024 2.804 0.3651
H 9.346 1.117 4.421 0.2532
H 7.067 2.872 3.379 0.3658
H 8.726 3.376 3.723 0.3971
H 7.657 2.868 5.041 0.2126
H 6.584 -2.280 4.269 0.3223
H 4.865 -1.913 3.950 0.3144
H 5.641 -1.300 5.437 0.3470
O -12.601 2.519 -6.716 -0.6567
S -11.218 2.810 -6.494 1.2473
O -10.773 3.207 -5.192 -0.5720
O -10.738 3.879 -7.563 -0.2844
C -11.527 5.087 -7.698 -0.3812
C -11.266 6.082 -6.588 -0.9577
C -10.227 1.469 -7.053 -0.9683
H -12.582 4.816 -7.761 0.3440
H -11.231 5.494 -8.663 0.2718
H -11.629 5.715 -5.629 0.2862
H -11.775 7.019 -6.813 0.3820
H -10.198 6.275 -6.490 0.2640
H -10.540 1.197 -8.057 0.3423
H -10.397 0.646 -6.362 0.3718
H -9.184 1.773 -7.034 0.3124
O 9.685 1.867 6.899 -0.5732
S 9.690 1.847 8.334 1.1530
O 10.351 2.895 9.043 -0.5925
O 10.233 0.440 8.819 -0.2932
C 11.500 -0.015 8.278 -0.2626
C 12.687 0.664 8.926 -1.0118
C 8.047 1.677 8.936 -0.9620
H 11.493 0.124 7.196 0.2522
H 11.506 -1.084 8.477 0.2911
H 12.731 1.721 8.671 0.3009
H 13.607 0.188 8.585 0.3909
H 12.628 0.583 10.011 0.2716
H 7.565 0.856 8.412 0.2807
H 7.539 2.617 8.731 0.3767
H 8.087 1.493 10.006 0.3595
O -2.444 2.348 5.760 -0.6494
S -2.735 3.356 4.785 1.2131
O -3.453 2.998 3.601 -0.5933
O -1.362 4.055 4.370 -0.2761
C -0.291 3.174 3.984 -0.4607
C -0.470 2.630 2.581 -0.7650
C -3.489 4.747 5.543 -0.9325
H -0.210 2.372 4.721 0.3400
H 0.611 3.779 4.055 0.2827
H -1.331 1.964 2.521 0.3452
H 0.418 2.071 2.284 0.1671
H -0.631 3.440 1.870 0.3087
H -2.908 5.029 6.416 0.3227
H -4.491 4.439 5.832 0.3749
H -3.535 5.556 4.819 0.3217
```

Results
- Charge: +1
- Gap between HOMO and LUMO: 5.7384 eV
- E_tot: -7798.981761 Ha
- Molar mass: 1099.3 g/mol
- Maximum force: 0.97 eV/Å

=====

- What is the E_tot in the first record?
  -3162.584333 Ha